# 1
61
Properties=species:S:1:pos:R:3 method="wB97M-V/def2-TZVPD" charge=0 e_tot_ha=-2157.69961 de_lowest_kcal_mol=0.0 lumo_energy_ev=0.5 smiles="CCN(CC[C@H]1COC(=O)C1)C(C)=O.CCOS(C)(=O)=O.CCOS(C)(=O)=O"
C -0.13123 2.96859 4.79541
C -0.30458 2.37348 3.38576
N 0.07973 3.21593 2.25368
C -0.56317 4.53308 2.17822
C -2.03368 4.50260 2.50992
C -2.87284 3.53744 1.63764
C -4.26676 4.15998 1.27302
O -4.43487 4.00818 -0.12814
C -3.61764 2.96145 -0.50133
O -3.95745 2.07711 -1.25660
C -2.32374 3.12707 0.27804
C 1.49669 3.30459 2.12247
C 2.03858 3.04285 0.74080
O 2.23765 3.54836 3.05105
H 0.16641 4.00747 4.76277
H -1.02563 2.85912 5.39833
H 0.66880 2.45383 5.31357
H -1.30968 2.00343 3.23037
H 0.32823 1.49502 3.32224
H -0.46106 4.88916 1.15451
H -0.03292 5.25622 2.79993
H -2.20887 4.25939 3.55113
H -2.40462 5.51185 2.36191
H -3.13354 2.68948 2.25571
H -4.39475 5.20992 1.51206
H -5.04320 3.63291 1.82417
H -1.89999 2.13398 0.36262
H -1.64141 3.82762 -0.17191
H 2.52178 2.07446 0.73566
H 1.26442 3.10956 -0.01022
H 2.79519 3.79492 0.54558
C -0.18829 -1.74997 -1.44790
C -0.78064 -1.71342 -0.05473
O -0.04598 -2.53667 0.88187
S 1.32378 -1.96869 1.44602
C 1.49873 -3.09222 2.78827
O 1.09697 -0.64584 1.94512
O 2.36750 -2.20028 0.49749
H 0.78726 -1.26382 -1.47366
H -0.84886 -1.23285 -2.14429
H -0.05666 -2.77526 -1.78590
H -0.84377 -0.69495 0.33242
H -1.78668 -2.12667 -0.05830
H 0.68183 -2.93461 3.48624
H 2.45355 -2.87536 3.26134
H 1.49228 -4.10517 2.39614
C 2.34590 -7.17060 -4.67968
C 2.56258 -5.92089 -3.85004
O 2.44660 -4.71151 -4.63044
S 0.98440 -4.20905 -4.99827
C 1.42665 -2.58155 -5.49767
O 0.20656 -4.15233 -3.79790
O 0.50052 -4.93740 -6.12814
H 1.31466 -7.24816 -5.02056
H 2.57778 -8.05354 -4.08394
H 2.98654 -7.16034 -5.56087
H 1.87374 -5.87363 -3.00552
H 3.57459 -5.89792 -3.45195
H 1.82924 -2.04960 -4.64027
H 0.51822 -2.10185 -5.85436
H 2.15745 -2.64975 -6.29840

***

# 2
61
Properties=species:S:1:pos:R:3 method="wB97M-V/def2-TZVPD" charge=0 e_tot_ha=-2157.46344 de_lowest_kcal_mol=148.2 lumo_energy_ev=0.4 smiles="CCN(CC[C@H]1COC(=O)C1)C(C)=O.CCOS(C)(=O)=O.CCOS(C)(=O)=O"
C -0.10602 2.94758 4.91245
C -0.32141 2.38794 3.37533
N 0.13135 3.33815 2.28992
C -0.55308 4.68466 2.35640
C -2.13934 4.63701 2.77609
C -3.09130 3.73652 1.79111
C -4.52827 4.55767 1.58907
O -4.82857 4.59362 0.12970
C -4.17054 3.35253 -0.39644
O -4.73725 2.40616 -1.14991
C -2.63287 3.44548 0.24168
C 1.63586 3.44211 2.18195
C 2.31471 3.19373 0.67730
O 2.49362 3.70587 3.17071
H 0.27358 4.07602 4.95140
H -1.06649 2.79428 5.59930
H 0.77532 2.31909 5.41545
H -1.42309 1.96865 3.18631
H 0.37803 1.42457 3.28728
H -0.47726 5.16920 1.26777
H 0.09747 5.38274 3.05883
H -2.34430 4.27144 3.87718
H -2.54376 5.74952 2.71135
H -3.47283 2.82253 2.45719
H -4.59465 5.66157 1.97630
H -5.31977 3.99919 2.26723
H -2.32937 2.30048 0.29460
H -1.85400 4.14386 -0.28283
H 2.90905 2.18598 0.65309
H 1.51259 3.31051 -0.16721
H 3.10579 4.08003 0.55981
C -0.14550 -1.89455 -1.66143
C -0.78216 -1.79342 -0.28769
O -0.08038 -2.57589 0.66847
S 1.32247 -2.00417 1.26864
C 1.47239 -3.15195 2.61459
O 1.09744 -0.68101 1.81285
O 2.37866 -2.27442 0.31789
H 0.84141 -1.42252 -1.67268
H -0.76591 -1.39869 -2.41234
H -0.00594 -2.94200 -1.94835
H -0.85473 -0.75171 0.03974
H -1.80233 -2.18848 -0.33741
H 0.64899 -2.98971 3.31145
H 2.42665 -2.96581 3.11137
H 1.45236 -4.16766 2.21632
C 2.53712 -7.42914 -4.68543
C 2.71805 -6.18474 -3.83603
O 2.59896 -5.00258 -4.61533
S 1.11140 -4.49875 -5.04935
C 1.57778 -2.87614 -5.59807
O 0.29345 -4.36725 -3.86140
O 0.67930 -5.26318 -6.19888
H 1.50901 -7.50923 -5.05080
H 2.76092 -8.32846 -4.10596
H 3.19055 -7.39806 -5.56350
H 2.01420 -6.17107 -2.99816
H 3.72714 -6.18694 -3.41055
H 1.95422 -2.30891 -4.74574
H 0.68997 -2.39131 -6.00889
H 2.34135 -2.97100 -6.37180

***

# 3
61
Properties=species:S:1:pos:R:3 method="wB97M-V/def2-TZVPD" charge=0 e_tot_ha=-3465.95626 de_lowest_kcal_mol=0.0 lumo_energy_ev="0.2 / -1.7" s2=2.01 multiplicity=3
Pd 0.00085 -1.06680 0.03298
C -2.95880 0.38203 -0.28285
C -3.00449 -0.57818 -1.47768
S -1.56392 -1.66276 -1.74608
C -2.16401 -3.26598 -1.17502
C -2.53569 -3.31183 0.29460
S -1.12969 -2.87837 1.36000
C -1.96176 -1.94867 2.67532
C -2.29737 -0.49509 2.38298
S -3.69756 -0.21984 1.26171
H -3.53241 1.27109 -0.54652
H -1.94422 0.72800 -0.06903
H -3.06747 0.00634 -2.39608
H -3.88589 -1.21960 -1.43871
H -1.33492 -3.93354 -1.40362
H -3.01853 -3.54989 -1.79143
H -2.86046 -4.31865 0.55979
H -3.33802 -2.61171 0.51638
H -1.25990 -1.98342 3.50982
H -2.84638 -2.51960 2.96147
H -1.42826 0.04172 1.99491
H -2.57005 -0.01427 3.32409
C 0.12827 4.37481 1.33170
C -0.48464 3.14185 1.97294
C -1.99545 3.27565 2.02609
C 0.07818 2.88969 3.36058
O -0.24612 1.98645 1.12390
P 1.20548 1.34698 0.88016
O 2.29323 2.30636 1.11939
O 1.19303 -0.02841 1.54383
O 0.97211 0.99984 -0.70428
C 2.01838 1.07452 -1.74234
C 3.39406 0.71234 -1.20729
C 1.58217 0.09471 -2.80718
C 1.98509 2.50466 -2.25294
H -0.10564 5.24997 1.94046
H -0.28997 4.52329 0.33376
H 1.21214 4.27696 1.24801
H -2.27181 4.15999 2.60385
H -2.45751 2.40470 2.49104
H -2.39964 3.38634 1.01781
H -0.07411 3.77182 3.98546
H 1.14863 2.68370 3.31907
H -0.42594 2.03935 3.82542
H 3.38217 -0.26708 -0.72103
H 3.75308 1.44897 -0.49104
H 4.08158 0.66698 -2.05375
H 1.47597 -0.91653 -2.40178
H 2.33358 0.06180 -3.59650
H 0.62762 0.39291 -3.24687
H 2.28469 3.19178 -1.46022
H 0.97871 2.76476 -2.58580
H 2.67252 2.61573 -3.09474
C 3.81031 -4.88535 -2.27866
O 3.46634 -3.98391 -1.21270
C 2.23582 -3.48543 -1.16966
S 1.06507 -3.83559 -2.29010
S 2.05522 -2.49506 0.22920
H 4.84183 -5.15963 -2.08342
H 3.71255 -4.38302 -3.23751
H 3.16196 -5.75788 -2.26189

***

# 4
57
Properties=species:S:1:pos:R:3 method="wB97M-V/def2-TZVPD" charge=+1 e_tot_ha=-1308.12725 lumo_energy_ev=-2.6
C 3.06364 0.30546 -1.15152
O 1.68077 0.66972 -0.98103
B 0.88709 0.86884 -2.07174
O 1.19944 1.81673 -3.01015
C -0.42104 -0.02377 -2.23674
C -0.82300 -0.52520 -3.63030
C -1.91504 -1.57207 -3.32184
N -1.89104 -1.79372 -1.81773
C -2.92693 -1.11989 -0.92301
C -4.25406 -0.64543 -1.51466
C -4.32595 0.84810 -1.87447
I -4.25144 1.34843 -3.94320
C -0.50456 -1.30452 -1.44302
H 3.15447 -0.78007 -1.11822
H 3.62612 0.71518 -0.31680
H 3.47187 0.69987 -2.08185
H 0.44865 2.32377 -3.34082
H -1.25207 0.63684 -1.93781
H 0.00947 -1.01712 -4.13315
H -1.19762 0.26511 -4.27401
H -2.91339 -1.35746 -3.68416
H -1.63077 -2.52797 -3.76457
H -1.99396 -2.79291 -1.66598
H -3.14268 -1.87349 -0.16547
H -2.42729 -0.29573 -0.41711
H -4.97676 -0.78044 -0.70668
H -4.60872 -1.28526 -2.32352
H -5.27315 1.26008 -1.54084
H -3.53929 1.40248 -1.36594
H -0.36052 -1.26007 -0.36733
H 0.18261 -2.03316 -1.87968
C -2.34053 2.26586 2.95517
C -0.89536 2.59473 2.58601
C -0.56000 1.48003 1.60793
O -1.79627 1.15780 0.93848
C -2.89512 1.77952 1.62553
H -2.89434 3.11520 3.34993
H -2.37033 1.46432 3.69538
H -0.84112 3.56522 2.08951
H -0.22319 2.61221 3.44161
H -0.20247 0.58652 2.13001
H 0.17927 1.76164 0.85993
H -3.26512 2.61397 1.02100
H -3.69776 1.04771 1.73869
C 3.74471 -1.44603 3.40999
C 5.08533 -0.71239 3.42259
C 5.76276 -1.28545 2.18452
O 4.71046 -1.57684 1.25481
C 3.45164 -1.50753 1.91708
H 2.96257 -0.93858 3.97292
H 3.86039 -2.45268 3.81579
H 4.92920 0.36220 3.30664
H 5.66368 -0.87610 4.32988
H 6.29773 -2.21125 2.41517
H 6.45958 -0.59125 1.71526
H 2.92445 -0.60326 1.58547
H 2.85502 -2.37791 1.63405